Entry from the Open Molecules 2025 dataset: 3 unconnected molecules or ions with the total composition C16H29BF2N3O10S (ωB97M-V/def2-TZVPD).

```
62
Properties=species:S:1:pos:R:3:mulliken_charge:R:1
C 1.190 0.888 1.091 -0.847
C 1.002 -0.508 0.487 -0.344
N -0.358 -0.761 -0.056 0.205
C -0.601 -0.210 -1.250 -0.267
N 0.115 -0.531 -2.317 -0.221
N -1.591 0.666 -1.226 -0.202
C -2.444 0.406 -0.058 -0.475
S -2.814 2.112 0.518 1.453
C -4.262 2.054 1.517 -1.038
O -1.688 2.603 1.263 -0.669
O -3.173 2.747 -0.728 -0.778
C -1.636 -0.674 0.736 0.683
C -2.315 -2.104 0.619 -2.308
C -3.788 -2.255 0.224 1.201
C -4.099 -3.749 0.071 -1.732
C -4.768 -1.584 1.212 -1.092
B -1.418 -0.481 2.315 1.178
O -2.355 0.223 2.999 -0.623
O -0.417 -1.085 3.008 -0.610
H 1.363 0.839 2.166 0.272
H 0.341 1.551 0.902 0.241
H 2.076 1.350 0.651 0.137
H 1.277 -1.294 1.180 0.668
H 1.672 -0.651 -0.356 -0.024
H 0.564 -1.434 -2.356 0.249
H 0.319 0.140 -3.041 0.189
H -2.044 0.956 -2.082 0.273
H -3.389 0.018 -0.433 0.503
H -5.122 1.995 0.851 0.355
H -4.259 2.992 2.075 0.429
H -4.229 1.203 2.189 0.264
H -2.191 -2.623 1.580 0.287
H -1.711 -2.661 -0.102 0.393
H -3.935 -1.815 -0.771 0.502
H -3.284 -4.279 -0.429 0.424
H -4.994 -3.897 -0.536 0.407
H -4.248 -4.219 1.046 0.415
H -5.511 -2.304 1.559 0.534
H -5.333 -0.771 0.749 0.166
H -4.263 -1.203 2.102 0.119
H -2.123 0.341 3.935 0.248
H 0.018 -1.834 2.581 0.327
C 5.521 -0.328 -0.004 -0.403
C 5.785 -1.023 -1.326 0.471
O 5.032 -2.224 -1.187 -0.354
C 4.010 -1.983 -0.343 0.746
O 3.054 -2.676 -0.186 -0.506
O 4.211 -0.815 0.323 -0.271
F 7.086 -1.326 -1.498 -0.297
H 6.239 -0.653 0.750 0.297
H 5.509 0.756 -0.072 0.219
H 5.421 -0.481 -2.199 0.160
C 2.540 3.580 -1.347 -0.442
C 3.926 3.744 -1.949 0.275
O 4.332 2.389 -2.139 -0.304
C 3.231 1.625 -2.264 0.661
O 3.219 0.495 -2.643 -0.521
O 2.127 2.319 -1.902 -0.228
F 4.785 4.345 -1.109 -0.286
H 2.609 3.489 -0.262 0.259
H 1.836 4.359 -1.616 0.318
H 3.954 4.251 -2.914 0.315
```

Computed properties:
E_LUMO = -2.329 eV
total charge = +1

Entry from the Open Molecules 2025 dataset: a molecular structure, C3HFO2Tl (ωB97M-V/def2-TZVPD).

```
8
Properties=species:S:1:pos:R:3:mulliken_charge:R:1
C 1.409 -0.141 0.371 0.571
C 0.655 -1.291 0.353 -0.400
O -0.463 -1.348 -0.489 -0.188
C -0.946 -0.437 -1.201 -0.248
O 1.099 1.010 0.069 -0.552
F 2.770 -0.416 0.462 -0.269
H 0.894 -2.242 0.812 0.362
Tl -2.704 1.356 -1.939 0.723
```

Computed properties:
E_LUMO (alpha / beta) = -1.316 / -1.346 eV
energy above the lowest of the compared OMol25 structures with the same formula, charge and spin = 15.5 kcal/mol
spin multiplicity = 2

Entry from the Open Molecules 2025 dataset: a molecular structure, C44H76Cl28F3NO4 (ωB97M-V/def2-TZVPD).

```
156
Properties=species:S:1:pos:R:3:mulliken_charge:R:1
C 0.551 -3.121 0.316 -0.095
C -0.496 -3.463 -0.425 -0.415
C -1.463 -4.004 -1.579 -0.359
C -1.344 -3.151 -2.981 1.150
C 0.194 -3.147 -3.482 -1.036
C 0.816 -1.689 -3.776 -0.200
C 1.054 -0.772 -2.481 0.776
F 0.133 -0.565 -1.399 0.309
C 2.306 -0.037 -2.415 -0.459
F 3.608 -0.615 -2.544 -0.276
F 2.244 1.402 -2.223 -0.251
C -2.014 -4.240 -4.021 0.164
O -1.642 -5.422 -4.297 -0.647
O -3.214 -3.619 -4.584 -0.428
C -2.928 -2.191 -4.548 -0.570
N -3.871 -1.222 -5.167 -0.595
C -2.241 -1.812 -3.103 0.769
C -3.365 -1.512 -1.985 0.332
C -3.762 0.040 -1.796 -0.901
O -2.641 0.969 -1.706 -0.268
C -2.408 1.409 -0.359 0.180
O -2.196 2.668 -0.190 -0.607
C -2.336 0.470 0.945 0.610
C -0.949 0.726 1.771 -0.521
H 1.483 -3.031 0.999 0.456
H -1.229 -5.127 -1.781 0.721
H -2.562 -4.004 -1.184 -0.967
H 0.288 -3.747 -4.480 0.364
H 0.930 -3.682 -2.752 0.329
H 0.098 -1.158 -4.512 -0.214
H 1.824 -1.794 -4.329 0.529
H -1.999 -2.109 -5.243 0.372
H -3.307 -0.588 -5.757 0.322
H -4.393 -0.705 -4.443 0.317
H -1.748 -0.808 -3.363 0.363
H -4.331 -2.066 -2.335 0.388
H -3.127 -1.933 -0.939 -0.574
H -4.483 0.449 -2.616 0.292
H -4.384 0.097 -0.808 0.366
H -2.421 -0.656 0.713 -0.508
H -3.184 0.839 1.656 0.431
H -1.144 1.185 2.806 0.298
H -0.359 -0.261 1.939 -0.210
H -0.220 1.434 1.207 0.138
Cl -6.885 -1.967 -0.935 -0.233
C -7.086 -3.544 -0.132 -0.108
C -5.986 -3.818 0.876 -0.827
Cl -4.408 -4.084 0.092 0.146
H -7.127 -4.316 -0.903 0.343
H -8.054 -3.520 0.375 0.115
H -6.216 -4.724 1.439 0.373
H -5.877 -2.995 1.586 0.297
Cl 6.940 4.140 -4.652 -0.199
C 5.246 3.603 -4.542 -0.381
C 5.135 2.132 -4.191 0.127
Cl 5.695 1.083 -5.517 -0.169
H 4.756 3.828 -5.492 0.189
H 4.771 4.207 -3.765 0.367
H 4.091 1.873 -4.002 -0.379
H 5.712 1.886 -3.298 0.395
Cl -1.608 -6.677 -0.021 -0.060
C -2.549 -8.029 -0.698 -0.295
C -3.523 -8.611 0.309 -0.377
Cl -2.691 -9.464 1.633 -0.198
H -1.847 -8.783 -1.060 0.378
H -3.097 -7.635 -1.557 0.066
H -4.170 -9.342 -0.181 0.341
H -4.156 -7.838 0.750 0.207
Cl 2.678 2.328 -6.771 -0.155
C 1.350 3.268 -6.046 -0.523
C 0.665 2.517 -4.921 0.349
Cl -0.256 1.114 -5.512 -0.163
H 0.648 3.532 -6.840 0.409
H 1.789 4.192 -5.661 0.313
H -0.049 3.172 -4.417 0.148
H 1.382 2.162 -4.179 -0.322
Cl -8.512 -0.172 2.049 -0.172
C -9.677 -0.156 0.702 -0.339
C -10.956 -0.897 1.042 -0.429
Cl -10.697 -2.653 1.188 -0.185
H -9.186 -0.583 -0.176 0.183
H -9.901 0.892 0.489 0.344
H -11.692 -0.751 0.247 0.291
H -11.392 -0.539 1.977 0.323
Cl 1.960 -0.356 2.095 -0.082
C 3.024 0.970 1.563 -0.484
C 3.624 1.726 2.733 -0.530
Cl 2.399 2.665 3.622 -0.171
H 2.445 1.629 0.912 0.218
H 3.819 0.518 0.966 0.374
H 4.368 2.439 2.371 0.368
H 4.113 1.053 3.439 0.309
Cl -1.482 7.569 0.229 -0.192
C -2.301 6.815 -1.161 -0.449
C -1.448 5.748 -1.819 -0.194
Cl -0.030 6.437 -2.650 -0.210
H -2.571 7.605 -1.866 0.336
H -3.223 6.369 -0.781 0.309
H -2.032 5.220 -2.576 0.279
H -1.090 5.014 -1.094 0.138
Cl -0.146 3.713 7.508 -0.193
C 1.360 4.222 6.704 -0.124
C 2.424 4.647 7.698 -0.463
Cl 2.003 6.166 8.525 -0.193
H 1.117 5.026 6.006 0.359
H 1.715 3.366 6.125 -0.010
H 3.369 4.821 7.177 0.299
H 2.593 3.882 8.459 0.328
Cl 4.725 5.104 11.710 -0.200
C 3.451 6.299 12.061 -0.300
C 3.489 6.769 13.503 -0.418
Cl 3.010 5.485 14.641 -0.207
H 2.487 5.853 11.809 0.220
H 3.619 7.146 11.391 0.290
H 2.786 7.593 13.643 0.213
H 4.483 7.120 13.787 0.392
Cl -1.341 4.789 12.797 -0.182
C -0.844 5.698 14.246 -0.142
C -1.080 7.189 14.096 -0.473
Cl 0.012 7.925 12.896 -0.176
H 0.207 5.474 14.443 0.022
H -1.435 5.312 15.080 0.324
H -0.891 7.693 15.046 0.275
H -2.108 7.406 13.796 0.365
Cl 11.217 5.081 -4.649 -0.194
C 10.379 4.323 -6.026 -0.130
C 11.212 3.233 -6.673 -0.350
Cl 12.636 3.888 -7.518 -0.193
H 10.120 5.108 -6.740 0.353
H 9.451 3.898 -5.637 -0.014
H 10.615 2.705 -7.421 0.233
H 11.559 2.502 -5.939 0.309
Cl 9.894 -0.808 -7.420 -0.186
C 8.201 -1.349 -7.311 -0.143
C 8.091 -2.821 -6.961 -0.442
Cl 8.652 -3.870 -8.286 -0.187
H 7.710 -1.124 -8.261 0.352
H 7.725 -0.747 -6.533 -0.015
H 7.047 -3.080 -6.772 0.297
H 8.668 -3.066 -6.067 0.328
Cl -1.489 -10.276 -6.787 -0.191
C -2.750 -9.061 -6.456 -0.475
C -2.705 -8.565 -5.023 -0.235
Cl -3.195 -9.825 -3.861 -0.199
H -3.719 -9.502 -6.698 0.330
H -2.574 -8.228 -7.141 0.328
H -3.399 -7.731 -4.897 0.203
H -1.707 -8.220 -4.747 0.256
Cl -1.030 -3.248 2.004 -0.036
C -1.927 -3.173 3.548 -0.662
C -1.022 -3.380 4.749 -0.442
Cl -0.407 -5.049 4.845 -0.193
H -2.726 -3.918 3.513 0.341
H -2.388 -2.183 3.598 0.233
H -1.579 -3.195 5.670 0.364
H -0.165 -2.704 4.728 0.273
```

Computed properties:
E_LUMO = -0.773 eV

Entry from the Open Molecules 2025 dataset: 11 unconnected molecules or ions with the total composition C3H30N2O10 (ωB97M-V/def2-TZVPD).

```
45
Properties=species:S:1:pos:R:3:mulliken_charge:R:1
C 0.599 3.352 -0.551 -0.535
C 0.679 2.930 0.900 -0.223
N 0.468 1.447 1.088 0.133
C 0.560 0.962 2.475 -0.849
N -0.512 -0.001 2.906 -0.583
H 1.305 4.228 -0.838 0.266
H -0.391 3.573 -0.868 0.143
H 0.614 2.429 -1.198 -0.292
H 1.727 3.139 1.349 0.358
H 0.056 3.602 1.538 0.289
H 0.035 0.916 0.363 0.022
H 0.629 1.564 3.399 0.363
H 1.505 0.442 2.459 0.485
H -1.344 0.516 2.838 0.280
H -0.481 -0.803 2.263 0.223
H -3.553 0.525 0.825 0.336
H -2.604 0.421 -0.223 0.335
O -2.986 -0.201 0.446 -0.606
H -2.692 -2.177 -1.240 0.302
H -2.159 -3.078 -2.276 0.307
O -2.665 -3.043 -1.478 -0.637
H 1.347 -1.453 4.229 0.328
H 2.599 -1.999 3.689 0.299
O 2.268 -1.205 4.215 -0.653
H -2.866 3.048 0.747 0.276
H -2.238 4.277 0.270 0.303
O -2.158 3.659 1.052 -0.607
H 1.189 -1.680 -1.139 0.226
H 2.402 -2.340 -1.764 0.357
O 1.406 -2.178 -1.972 -0.641
H -0.883 -3.996 -0.707 0.369
H 0.461 -3.509 -0.782 0.316
O 0.063 -4.161 -0.342 -0.705
H 1.430 -3.676 0.693 0.381
H 2.361 -4.060 1.775 0.325
O 2.169 -3.240 1.235 -0.620
H 0.614 -0.490 -3.832 0.291
H -0.197 -1.557 -4.342 0.320
O -0.228 -0.535 -4.223 -0.640
H 1.936 0.761 -1.485 0.331
H 2.921 0.783 -2.705 0.270
O 2.142 0.327 -2.379 -0.586
H -2.252 0.315 -2.458 0.260
H -1.287 1.331 -2.193 0.261
O -1.989 0.832 -1.758 -0.580
```

Computed properties:
E_LUMO = -0.075 eV
energy above the lowest of the compared OMol25 structures with the same formula, charge and spin = 58.2 kcal/mol
SMILES = CCNCN.O.O.O.O.O.O.O.O.O.O